Formula: C68H183N13O22V
Source: the Open Molecules 2025 dataset
Level of theory: ωB97M-V/def2-TZVPD

XYZ file:
```
287
Properties=species:S:1:pos:R:3:forces:R:3
V -22.5788 21.9952 26.5725 1.4863 -0.3476 0.1451
O -21.0381 20.8470 27.8292 0.6600 0.0071 -2.0708
C -19.8868 21.0320 26.9450 -2.0962 1.9336 -0.1516
C -20.0865 21.1487 25.3504 -0.3085 -0.8983 0.6662
O -21.1720 21.8689 24.7743 -0.0537 0.0798 1.9864
H -19.0194 20.4118 27.1711 -0.0300 -0.6315 -0.1751
H -19.5558 22.0512 27.1444 0.5134 0.5286 0.3882
H -20.0790 20.1328 24.9555 -0.1745 -0.5213 -0.2176
H -19.1088 21.5426 25.0729 0.2992 0.4113 -0.3701
C -15.4506 22.4888 21.4077 1.3142 -1.0805 -1.3378
O -15.5705 21.3174 20.5386 -1.4603 0.3348 -0.0967
C -14.7334 21.2795 19.3519 -0.5034 -0.4548 1.2086
C -15.1984 20.1456 18.4137 -0.4563 1.1492 -0.1205
N -15.0374 18.8151 18.9162 -0.1806 -1.1267 0.8581
C -15.9258 17.8797 18.2109 0.5154 0.2756 -0.4168
C -15.3835 17.5129 16.8420 -0.8375 1.0037 -0.6763
O -15.7559 18.5285 15.8374 0.4051 -0.8611 1.3163
C -15.5823 18.0430 14.5339 0.0024 0.2099 0.0032
H -16.2786 22.6660 22.0940 -0.1419 -0.9528 -0.0391
H -15.3918 23.4211 20.8461 0.2667 0.0140 -0.3908
H -14.5114 22.2651 21.9136 -0.2249 0.9143 0.5102
H -13.7396 21.0769 19.7512 0.4983 0.1848 -0.5022
H -14.8134 22.2558 18.8736 0.2798 -0.0396 -0.3117
H -14.7424 20.1894 17.4246 0.3387 0.4033 0.1045
H -16.2595 20.3039 18.2214 -0.4134 0.4406 -0.0703
H -15.4160 18.8093 19.8525 0.1816 0.0850 0.5348
H -16.9192 18.3198 18.1240 -0.3521 -0.0095 -0.2658
H -16.0538 16.9570 18.7768 0.2795 0.0857 0.2112
H -15.8252 16.5685 16.5240 0.0572 -0.1830 -0.1160
H -14.3003 17.4254 16.9256 0.1475 -0.0471 -0.2522
H -15.9641 18.7997 13.8486 -0.0462 -0.0664 0.0094
H -16.1298 17.1098 14.4017 -0.1084 -0.1624 -0.1848
H -14.5317 17.8709 14.2999 0.2259 -0.0907 -0.0391
C -14.2618 26.7693 27.6464 -0.2432 1.0430 0.0692
O -14.8113 25.8221 26.7784 0.6850 0.3831 -0.1827
C -15.1365 24.7021 27.5521 -1.4690 -0.8127 -0.6737
C -15.8231 23.6787 26.6118 0.6026 0.6396 0.2897
N -15.0052 22.4774 26.3064 -1.4678 0.9357 -0.0954
C -15.7861 21.5658 25.4634 1.0617 0.3464 -0.0333
C -14.7984 20.7751 24.6008 -0.9909 0.0519 0.8601
O -13.8154 21.5807 23.9699 -1.4219 0.2928 0.9634
C -12.8739 20.8274 23.2924 0.3949 -0.5428 -0.3421
H -14.2163 27.7526 27.1783 0.4013 -0.2186 -0.4667
H -13.2915 26.4558 28.0315 0.1657 0.0578 0.0170
H -14.9362 26.9579 28.4817 -0.1018 -0.2868 0.4486
H -15.8799 25.0468 28.2709 -0.0329 -0.2329 0.4626
H -14.2886 24.3028 28.1086 0.1956 -0.1337 -0.0947
H -16.0380 24.2250 25.6934 0.1988 0.2066 -0.3445
H -16.8394 23.5075 26.9666 0.1750 -0.9520 0.4165
H -14.2524 22.8279 25.7316 0.3502 -0.0358 -0.0895
H -16.5596 22.0843 24.8969 -0.0222 0.1620 -0.3119
H -16.2863 20.8544 26.1205 -0.2210 -0.1784 -0.1081
H -15.4252 20.1909 23.9271 0.4341 -0.2209 -0.5635
H -14.3668 20.1134 25.3518 0.6697 -0.4479 -0.3452
H -12.3678 20.1338 23.9640 0.3939 0.0684 0.2290
H -12.1797 21.5321 22.8345 0.1016 -0.2387 -0.0018
H -13.3374 20.1884 22.5408 -0.1255 0.0756 -0.4131
C -25.2785 23.3107 25.1500 -1.4945 0.4894 -0.0333
O -24.0401 23.5683 25.6897 1.6346 -0.8646 0.4304
C -23.4245 24.7954 25.3230 0.4000 -0.5120 0.4169
C -22.1510 24.9184 26.1686 1.4190 1.8870 -1.9653
N -21.9554 24.1173 27.3319 -1.6991 -1.2688 -0.6855
C -22.9838 24.4834 28.2936 0.7368 -0.6798 2.1851
C -23.2082 23.2970 29.2568 -0.1969 1.2375 -0.6216
O -23.5941 22.1885 28.4774 -0.8846 -0.3910 0.5610
C -24.2177 21.2138 29.3075 -0.8632 -0.4244 -0.7677
H -25.9439 24.0628 25.5740 -0.5980 -0.0628 0.0356
H -25.6065 22.3152 25.4490 0.1085 0.0474 -0.0414
H -25.3591 23.4318 24.0697 0.4433 -0.2001 -0.2613
H -24.1025 25.6375 25.4615 -0.2698 -0.0376 0.1184
H -23.1299 24.7349 24.2753 -0.0785 0.1854 -0.1579
H -21.9675 25.9539 26.4556 -0.5586 0.5244 -0.0834
H -21.3182 24.7777 25.4795 0.0276 -0.4826 0.1266
H -21.0639 24.4534 27.6671 0.4356 -0.2773 0.4294
H -23.9021 24.8591 27.8421 -0.0068 -0.5274 -0.1321
H -22.6347 25.2902 28.9381 0.1571 0.4069 -0.0173
H -23.9817 23.5999 29.9626 -0.3859 -0.2444 0.0585
H -22.3460 23.0004 29.8539 0.4533 0.2834 -0.1472
H -25.2031 21.5554 29.6244 -0.0091 0.5648 0.3290
H -23.6330 20.9467 30.1878 0.2562 -0.1134 -0.2761
H -24.4963 20.3692 28.6773 0.6982 -0.2433 0.1461
C -22.7234 18.1189 24.8306 0.1121 0.8742 0.1294
C -23.6481 19.3742 24.8692 -0.4919 -0.6260 -0.9019
C -25.1165 19.0231 24.4021 1.0310 -0.4316 0.8974
O -25.0340 18.4913 23.1080 0.3353 0.3236 -0.5344
C -26.2063 17.8554 22.6132 0.1877 1.0912 0.9366
N -23.6344 20.0549 26.2002 -0.4428 -0.5798 -0.5457
H -21.7453 18.3985 25.2221 0.0787 0.3066 0.0870
H -22.5083 17.7732 23.8195 -0.4739 -0.0575 -0.0615
H -23.0457 17.2933 25.4653 -0.4125 0.0274 -0.2034
H -23.2738 20.0668 24.1154 0.0683 0.1333 0.3993
H -25.8250 19.8459 24.4980 0.1310 0.6573 -0.3601
H -25.5148 18.3073 25.1212 -0.0605 -0.5769 0.0171
H -27.0231 18.5713 22.5218 -0.1620 0.3123 -0.0755
H -26.5165 17.1712 23.4030 -0.1559 -0.8214 -0.5510
H -25.9969 17.4910 21.6075 0.0767 -0.5025 0.4266
H -24.4773 19.7328 26.6539 -1.4396 0.7324 -0.1605
H -23.1341 19.4538 26.8393 1.6723 -0.2036 0.1153
C -18.5561 19.5530 21.9299 1.4009 0.1133 -0.9104
C -19.0303 18.3121 21.1579 -1.7451 0.1448 1.9975
C -18.3066 17.0384 21.5715 0.7943 1.0280 -1.0507
O -16.9017 17.2540 21.3309 0.1590 -1.4515 0.7263
C -16.1048 16.1176 21.7221 -0.2404 0.1435 -0.5284
N -20.4374 18.0992 21.5940 0.4950 -1.3031 -1.1343
H -17.4930 19.7017 21.7405 0.2345 0.1541 0.1356
H -18.7082 19.4826 23.0069 -0.1197 -0.3533 0.0376
H -19.0349 20.4772 21.6063 -0.2989 -0.1383 -0.1485
H -19.0616 18.4265 20.0744 0.4312 0.1732 0.0008
H -18.6903 16.2209 20.9611 0.0981 -0.2646 -0.0402
H -18.5385 16.8271 22.6154 0.3054 -0.0277 0.3180
H -16.0205 15.9683 22.7985 -0.0325 0.4691 0.1831
H -15.1085 16.1929 21.2863 0.0059 0.4689 0.1092
H -16.4893 15.1738 21.3355 -0.4703 -0.0480 -0.2532
H -20.8929 19.0005 21.6132 -0.2325 0.1802 0.1481
H -20.4129 17.7880 22.5546 -0.0480 0.0030 0.2836
C -20.5309 16.8297 28.8966 0.8002 -0.0626 -1.5038
C -21.6522 17.0509 27.8435 0.2465 -2.4448 1.0411
C -22.5392 15.7779 27.7164 1.0386 -0.5567 -0.0345
O -21.8364 14.5893 27.2819 -0.4809 0.3279 0.5651
C -21.4776 14.5373 25.9365 0.5983 0.7024 -1.1505
N -22.4566 18.1593 28.2632 0.7165 0.6189 -0.2030
H -20.8288 16.4402 29.8701 -0.2612 0.0215 -0.1574
H -19.9747 17.7594 29.0168 -0.2263 0.3677 0.3007
H -19.7722 16.1874 28.4494 -0.0906 -0.5606 0.2362
H -21.2049 17.2725 26.8745 0.0998 -0.0862 0.0399
H -23.4206 16.0264 27.1253 0.0472 -0.2652 -0.6091
H -22.9434 15.4387 28.6701 0.1664 0.4156 0.3127
H -22.2943 14.8662 25.2939 -0.1820 -0.0520 -0.1526
H -21.1056 13.5781 25.5766 -0.6490 -0.5964 0.7149
H -20.5923 15.1245 25.6928 0.0296 0.7448 0.2527
H -21.7139 18.8437 28.2791 -0.2438 1.6586 -0.1013
H -22.6371 18.0027 29.2445 -0.5201 0.1287 -0.0224
C -17.8207 17.4065 25.6397 0.0463 -0.0781 -0.9395
C -17.1092 16.0805 25.6706 1.6069 -0.4379 -0.1002
C -15.7069 16.0833 26.3289 0.5199 1.5173 -0.9518
O -14.8329 17.1112 25.7727 -0.0814 -0.8303 -0.1873
C -13.4545 17.0596 26.1660 -0.7184 0.1298 0.2938
N -17.9182 15.1833 26.4728 -0.2832 0.5138 0.2018
H -17.2937 18.2047 25.1170 0.1364 -0.1848 -0.1108
H -18.0614 17.7845 26.6333 -0.1550 -0.1456 0.1778
H -18.7131 17.1378 25.0745 -0.4700 0.6852 0.2153
H -17.0518 15.5927 24.6975 0.1942 0.5475 -0.3612
H -15.2795 15.0891 26.1988 0.2753 -0.1053 0.1047
H -15.8538 16.3099 27.3849 0.1502 -0.1177 0.2073
H -12.9010 16.1699 25.8657 -0.3569 -0.3882 -0.1632
H -13.3925 17.1513 27.2504 0.1503 0.0021 0.2148
H -12.9263 17.9018 25.7191 -0.3112 0.1307 -0.0450
H -17.3650 14.3641 26.6799 -0.0825 -0.3206 0.2774
H -17.9434 15.7712 27.2937 -0.6456 -0.7714 1.0582
C -15.3380 22.1385 32.4773 0.5718 1.2748 0.9379
C -15.5614 23.5561 31.8557 0.6465 -1.5476 0.7171
C -14.2746 24.3470 31.6978 -0.0852 -0.1148 -0.3638
O -13.4435 24.3580 32.8526 -0.7649 0.3203 0.0466
C -14.0691 24.9796 33.9895 0.8788 0.2540 -0.7405
N -16.2739 23.3489 30.6100 -0.7418 0.6047 -0.1386
H -14.9850 21.4247 31.7329 -0.2665 -0.0169 -0.0378
H -16.2498 21.8500 33.0002 -0.1127 -0.3818 -0.4408
H -14.5935 22.1858 33.2720 0.2557 -0.0253 0.0124
H -16.2064 24.1157 32.5332 -0.2422 0.0298 0.0172
H -14.5289 25.3655 31.4043 -0.0694 0.3389 0.0306
H -13.7262 23.9244 30.8559 0.3897 -0.1577 0.1962
H -14.5106 25.9505 33.7645 -0.2728 0.0857 -0.5400
H -13.2288 25.2490 34.6293 -0.2592 -0.5530 0.4921
H -14.8488 24.3592 34.4313 0.2735 -0.1449 0.2825
H -15.7439 22.8221 29.9305 0.9512 0.0192 -0.0675
H -16.9612 22.6656 30.8942 -0.4590 -0.0101 -0.2443
C -22.6790 20.3730 19.9033 0.5805 0.7997 -0.3018
C -22.1422 21.2920 21.0498 -1.2225 -1.4682 0.1579
C -23.1677 22.3256 21.5553 0.3455 0.5531 -0.6314
O -23.5061 23.2389 20.5064 -0.1443 -0.5548 -0.5234
C -24.2803 24.3765 20.8139 0.8454 0.0471 0.6803
N -21.7857 20.4166 22.1682 -0.4801 0.3555 -0.3866
H -21.8981 19.6828 19.5839 0.2329 0.1765 -0.0356
H -22.9590 21.0015 19.0579 0.0593 -0.0122 -0.1100
H -23.5273 19.7124 20.0821 -0.2091 0.3347 0.8065
H -21.2003 21.7414 20.7351 -0.2737 0.4167 -0.3086
H -22.7083 22.7949 22.4252 0.1762 0.6580 0.0464
H -24.0592 21.8483 21.9621 -0.3125 -0.4347 -0.2470
H -24.4737 24.9940 19.9368 0.2751 -0.3854 -0.2716
H -23.6572 24.9596 21.4920 -0.2987 0.5089 0.3739
H -25.2519 24.1827 21.2684 -0.0919 -0.3984 0.2056
H -21.4385 20.9229 22.9702 0.0777 0.3818 0.5342
H -22.6194 19.9220 22.4519 -0.0947 -0.1907 0.0178
C -19.5447 26.4614 31.0985 -0.8155 -0.5438 -1.0708
C -19.7006 25.0797 30.4108 1.0411 -0.7718 0.7516
C -19.0237 24.9683 29.0275 -1.5598 1.1074 0.0837
O -19.7861 25.7144 28.0044 1.6276 -0.3309 1.3805
C -19.0338 25.7660 26.8086 -0.8660 0.3023 -0.8268
N -19.0904 24.0102 31.2493 -0.3890 1.1727 0.3304
H -20.0351 27.1878 30.4504 0.1027 0.2590 -0.1089
H -18.5117 26.7809 31.2363 0.0092 -0.2487 0.1956
H -20.1308 26.4548 32.0174 0.4268 -0.0499 0.2063
H -20.7653 24.8465 30.3956 -0.1550 0.0850 -0.4337
H -18.9596 23.9303 28.7010 0.0350 -0.2021 0.0525
H -18.0216 25.3767 29.1582 0.1645 0.0661 -0.3762
H -18.0280 26.1817 26.8701 0.1023 -0.0020 0.5312
H -19.6137 26.4061 26.1437 0.1471 0.0051 -0.2161
H -18.9910 24.7754 26.3559 0.2066 -0.2697 -0.1254
H -19.3854 23.0985 30.9302 -0.2112 -0.1094 -0.1600
H -18.0915 24.0420 31.1038 0.0805 0.2537 0.0314
C -27.4608 17.3980 28.6922 0.2973 -0.1950 0.0054
C -26.0197 17.8403 28.9993 0.8702 -1.4185 -0.1114
C -25.2058 16.8706 29.9632 -0.6217 0.5640 -0.3046
O -23.9452 17.4273 30.3375 -1.4007 0.5618 -0.5394
C -23.2955 16.7289 31.3457 0.3603 0.3232 0.5445
N -25.3225 17.9293 27.6862 -0.7461 0.7365 0.8023
H -27.4651 16.3979 28.2588 0.1542 -0.0825 -0.2150
H -27.8264 18.0925 27.9358 -0.1547 -0.0744 0.0221
H -28.1901 17.3369 29.4999 0.3462 0.3523 0.3302
H -26.0297 18.8345 29.4461 0.0827 0.0316 0.0651
H -25.0271 15.9175 29.4656 -0.1156 -0.1869 -0.3063
H -25.7541 16.6403 30.8767 -0.3121 0.1419 0.1781
H -23.9795 16.5743 32.1802 0.0625 -0.4059 0.1633
H -22.4971 17.3856 31.6912 0.1115 -0.0750 0.1037
H -22.8377 15.8117 30.9753 -0.1894 -0.3580 0.1408
H -24.3364 18.0536 27.8661 0.5296 -0.0267 -0.0277
H -25.4168 17.0887 27.1343 -0.2593 -0.2752 0.1343
C -14.9987 19.6150 28.9249 0.2311 -1.2002 -0.3956
C -13.7500 20.4111 29.1777 0.2584 0.8073 -0.5759
C -12.5631 20.1126 28.2188 -0.5505 -0.5721 0.3059
O -11.5612 21.1082 28.2115 0.9051 0.5212 0.5902
C -10.7496 21.3338 29.3846 -0.3715 0.8628 -0.2072
N -14.1281 21.8063 28.9447 0.9833 0.0765 0.7572
H -15.3825 19.7777 27.9178 0.1256 0.3508 -0.2276
H -15.8139 19.8694 29.6023 0.2629 -0.1580 0.1933
H -14.7784 18.5476 28.9350 -0.2301 -0.2174 0.4556
H -13.3538 20.3158 30.1887 -0.3449 -0.1745 0.3146
H -12.9830 20.1238 27.2130 0.1345 0.0251 -0.2111
H -12.1150 19.1332 28.3861 0.0258 -0.2631 0.2039
H -11.3170 21.7007 30.2399 -0.5063 -0.7422 0.2728
H -10.1418 22.2254 29.2313 0.1020 -0.0591 -0.8432
H -10.0335 20.5583 29.6565 -0.4456 -0.5193 -0.1272
H -14.5249 21.8678 28.0180 -0.6418 -0.1511 -0.5163
H -13.2153 22.1703 28.7115 0.3021 1.1883 0.3360
C -13.2709 17.3055 31.8373 -0.0407 -0.2569 0.3324
C -14.3292 16.7126 32.7950 0.5147 -0.2593 -0.6165
C -15.5055 16.1560 31.9914 -0.4668 0.5521 -0.3370
O -15.9956 17.1451 31.0996 -0.4236 0.6259 -1.1043
C -16.8177 16.6784 29.9970 0.7797 -0.1441 1.2522
N -13.7131 15.6024 33.5389 0.1721 0.1316 0.1302
H -13.3289 16.7688 30.8904 -0.1173 0.3793 -0.2537
H -12.2448 17.1419 32.1664 -0.0576 -0.0748 0.4541
H -13.3948 18.3846 31.7464 -0.1834 -0.1273 -0.4482
H -14.6822 17.4994 33.4616 -0.2226 0.1295 0.0307
H -16.3121 15.9136 32.6833 -0.1467 -0.4945 0.1127
H -15.2094 15.2924 31.3959 0.2397 -0.3478 0.2646
H -17.1572 17.5091 29.3784 0.0420 0.3197 0.4561
H -17.6682 16.1266 30.3973 -0.2169 -0.0413 -0.1282
H -16.2494 16.0334 29.3268 0.1804 -0.2966 0.1814
H -14.3410 15.1309 34.1741 -0.5768 -0.0650 -0.1515
H -13.0453 16.0126 34.1760 0.4373 0.0282 -0.0623
C -19.8768 24.9986 21.2451 0.9121 -0.1758 -0.4718
C -19.6308 23.9340 22.2997 -1.5558 1.0345 -0.8032
O -20.5793 24.3102 23.2993 0.5738 -0.1981 0.0904
H -19.3112 24.7302 20.3528 0.1596 0.3887 -0.1563
H -19.5510 25.9581 21.6466 0.1272 0.1234 -0.2855
H -20.9218 25.0922 20.9493 -0.0604 -0.3061 0.2239
H -18.5989 23.9532 22.6504 0.0133 -0.1426 0.1603
H -19.8966 22.9724 21.8607 0.2472 -0.2649 0.3264
H -20.8085 23.5075 23.7735 -0.2553 -0.9312 1.0372
C -21.1183 20.0277 32.9211 -0.2021 -0.2115 0.0484
C -22.1419 21.1089 32.7864 -0.9179 0.1878 -1.6944
O -22.6489 21.4654 34.0082 -0.0897 0.5917 2.8458
H -21.4092 19.3378 33.7132 0.1040 0.1159 0.2331
H -20.1642 20.5139 33.1250 0.0580 -0.5204 0.0269
H -21.1015 19.4340 32.0072 0.4180 0.2136 -0.1522
H -23.0406 20.8013 32.2519 0.1832 -0.5723 -0.8590
H -21.7200 21.9466 32.2311 0.1815 0.1948 -0.0058
H -23.0456 22.3386 34.0484 0.1627 -0.0157 -0.3642
C -22.2494 28.8477 23.5891 -0.5569 -0.1388 -0.4241
C -21.4473 27.7859 22.8237 0.3827 1.7502 0.5247
O -20.8324 27.0505 23.8479 -0.0982 -0.4273 0.4527
H -23.0765 28.3285 24.0732 0.0830 0.0922 0.4493
H -22.7210 29.6421 23.0106 0.1581 -0.1538 -0.5331
H -21.6154 29.3661 24.3084 0.0169 -0.3560 0.1509
H -20.6561 28.2981 22.2762 0.0198 0.0483 -0.4959
H -22.0491 27.2222 22.1109 -0.1243 -0.3007 0.1964
H -20.5440 26.1887 23.5386 -0.0713 -0.5320 -0.0918
C -18.0257 20.1774 31.4106 0.0328 0.6277 -1.2112
C -18.5024 20.7325 30.0419 0.2135 0.6400 1.9458
O -19.7366 21.4344 30.2857 0.4535 -1.3138 -0.2321
H -18.1890 20.9698 32.1410 -0.0459 -0.1230 0.1428
H -16.9519 20.0002 31.3496 -0.0860 -0.4034 0.2546
H -18.5896 19.2863 31.6865 0.2022 0.0293 0.0433
H -18.5489 19.9359 29.2994 -0.4159 0.1003 -0.1165
H -17.8276 21.5189 29.7037 0.4639 -0.3994 -0.3943
H -20.2049 21.2752 29.4629 -1.3589 0.1106 -1.0788
```
Forces are in eV/Å.

Results
2S+1 ... 4
DFT total energy ... -6011.3093 Ha

These are the Mulliken partial charges, in e, on atoms 1 to 6:
1 V 1.523
2 O 0.160
3 C 0.367
4 C 0.308
5 O -0.307
6 H -0.145